Record 1
{
  "formula": "C5H14NOS",
  "method": "ωB97M-V/def2-TZVPD",
  "total_charge": 1,
  "energy_ha": -726.7867,
  "smiles": "CS[C@]([NH3+])(O)C(C)C",
  "lumo_ev": -3.3,
  "e_homo_ev": -13.56,
  "mol_weight_da": 136.240,
  "symbols": ["C", "S", "C", "N", "O", "C", "C", "C", "H", "H", "H", "H", "H", "H", "H", "H", "H", "H", "H", "H", "H", "H"],
  "xyz": [[1.4819, -2.5014, 0.8795], [-0.2244, -1.8648, 0.5399], [0.3095, -0.1381, 0.2773], [1.0883, -0.1747, -1.0985], [1.1832, 0.3366, 1.1942], [-1.0354, 0.8871, 0.2049], [-0.7587, 2.2661, 0.1428], [-1.8857, 0.3605, -0.9223], [2.0940, -1.6961, 1.0926], [1.5814, -3.2737, 0.1355], [1.5780, -2.9981, 1.8603], [0.5753, 0.3896, -1.7937], [1.0410, -1.2381, -1.2753], [2.1109, 0.0682, -0.8690], [0.8593, 0.1415, 2.1038], [-1.5467, 0.5318, 1.1021], [0.2599, 2.4299, -0.2012], [-1.3810, 2.7781, -0.5600], [-0.8434, 2.9226, 1.0536], [-1.5568, 0.8198, -1.9218], [-2.9543, 0.6697, -0.8975], [-1.9761, -0.7164, -1.0472]],
  "forces_ev_per_angstrom": [[-2.419, -2.051, 1.178], [0.445, 0.274, 0.784], [-2.720, 1.328, -0.571], [1.010, -1.440, 1.872], [0.924, 0.074, 1.045], [0.071, -6.305, 0.473], [1.495, 4.381, 0.741], [-1.135, 1.012, -2.517], [1.792, 1.555, -0.898], [1.212, 0.220, -0.372], [-0.815, -0.164, -0.316], [0.713, -0.247, 0.074], [0.100, 2.076, -0.500], [-1.847, 0.075, -0.949], [0.222, 0.256, -0.819], [0.114, 0.355, 0.347], [0.289, 0.251, -0.139], [-0.510, 0.186, -0.634], [0.103, -1.198, -0.472], [-0.200, -0.730, 1.071], [0.708, 0.198, 0.424], [0.449, -0.105, 0.176]]
}

Record 2
{
  "formula": "C4H4O3",
  "method": "ωB97M-V/def2-TZVPD",
  "total_charge": 0,
  "energy_ha": -380.4979,
  "smiles": "CC(=O)C(=O)C=O",
  "lumo_ev": -0.8,
  "e_homo_ev": -9.81,
  "mol_weight_da": 100.073,
  "symbols": ["C", "C", "O", "C", "O", "C", "O", "H", "H", "H", "H"],
  "xyz": [[-1.5298, 0.3551, -0.4409], [-0.4901, -0.7047, -0.2371], [-0.4790, -1.7814, -0.7883], [0.6585, -0.4316, 0.7369], [0.6371, -0.8084, 1.8834], [1.8868, 0.3119, 0.2256], [1.7930, 1.1942, -0.5905], [-1.8359, 0.7943, 0.5150], [-2.3859, -0.0833, -0.9576], [-1.0893, 1.1498, -1.0555], [2.8348, 0.0040, 0.7090]],
  "forces_ev_per_angstrom": [[-0.060, -0.044, -0.008], [-0.127, -0.308, -0.204], [0.021, 0.452, 0.188], [0.020, -0.224, 0.443], [-0.036, 0.149, -0.402], [0.074, 0.318, -0.348], [0.064, -0.468, 0.355], [0.068, -0.067, -0.148], [0.101, 0.107, 0.057], [-0.052, -0.082, 0.117], [-0.072, 0.166, -0.049]]
}

Record 3
{
  "formula": "H43O21",
  "method": "ωB97M-V/def2-TZVPD",
  "total_charge": 1,
  "energy_ha": -1605.5437,
  "lumo_ev": -2.6,
  "e_homo_ev": -13.02,
  "mol_weight_da": 379.323,
  "symbols": ["O", "H", "H", "O", "H", "H", "O", "H", "H", "O", "H", "H", "O", "H", "H", "O", "H", "H", "O", "H", "H", "O", "H", "H", "O", "H", "H", "O", "H", "H", "O", "H", "H", "O", "H", "H", "O", "H", "H", "O", "H", "H", "O", "H", "H", "O", "H", "O", "H", "H", "O", "H", "H", "O", "H", "H", "O", "H", "H", "O", "H", "H", "H", "H"],
  "xyz": [[2.6087, -2.1620, -0.5304], [0.1246, -0.7966, 2.5997], [1.6368, -2.1715, -0.4582], [1.2007, -0.0528, -1.9278], [0.7683, -0.6081, -1.2481], [2.9061, -2.7903, -1.1851], [-1.5066, 1.1963, 0.2886], [-2.4522, 1.3283, 0.1127], [-5.2078, 0.0695, 1.2735], [0.0750, -2.3342, -3.5779], [-4.5972, -0.9879, 2.0823], [-2.9066, 1.9655, -3.2864], [1.2095, 0.8248, 4.4639], [2.0423, 0.5449, 4.0426], [1.5407, 1.6116, 4.9092], [-4.5216, -0.6030, 1.1998], [-0.3610, -2.2890, -2.7207], [-0.5784, -1.0685, 4.3083], [1.1772, 4.0769, -2.9548], [0.3118, 3.8443, -2.5844], [1.4690, 4.7882, -2.3699], [-0.0165, -1.5388, -0.1862], [-0.9634, -1.4601, -0.4192], [-0.2507, -1.1867, 0.6904], [-1.4321, 4.4706, -0.5736], [-1.2675, 3.5351, -0.6388], [-1.4670, 4.7523, 0.3394], [3.4124, 0.4432, -0.2937], [4.2166, -0.0314, -0.5565], [2.9091, -0.3992, -0.1774], [-2.6969, -2.0702, -1.6935], [-2.9144, -2.9463, -1.3751], [-3.3585, -1.4911, -1.2917], [0.4713, -4.1270, -0.0676], [1.0619, -4.6442, -0.6228], [1.0047, -3.7121, 0.6191], [2.7759, 2.1013, -2.6015], [2.6295, 1.5687, -1.7540], [2.4043, 3.0397, -2.4003], [-1.1214, -1.5069, 3.6409], [-0.8253, -2.4040, 3.4284], [1.5199, 3.3314, 0.3931], [-1.6784, 3.3761, 1.8833], [-2.6184, 3.2906, 1.7162], [1.7176, -0.6156, -2.5090], [3.0751, -1.1210, 3.7625], [0.1339, -3.2679, -3.8049], [-2.0537, -0.1511, -3.5452], [-1.3007, -0.0413, -4.1358], [-2.0248, -1.0863, -3.3043], [1.2623, 2.7657, -0.3327], [0.5357, 2.1660, -0.1716], [2.0477, 1.9374, -3.2319], [-2.8209, 1.8034, -2.3414], [-1.2358, 2.5924, 1.5269], [-3.0926, 0.8493, -2.3755], [0.7696, -3.1864, 2.7042], [0.0569, -3.8353, 2.7922], [1.4923, -3.5897, 3.1991], [0.7543, -0.2135, 2.1246], [-1.4890, 0.4629, -0.3452], [0.2595, 0.5918, 1.9454], [2.3360, -1.0388, 3.1447], [2.8425, -1.7993, 4.4020]],
  "forces_ev_per_angstrom": [[0.004, 0.187, 0.572], [0.013, 0.487, 0.062], [0.413, -0.460, -0.311], [-0.182, 0.936, -0.581], [0.252, 0.202, -0.340], [-0.168, -0.222, -0.216], [-0.812, -1.086, -0.912], [-0.163, 1.042, 0.637], [-0.051, 0.184, -0.448], [0.152, 0.090, -0.058], [0.420, -0.312, -0.079], [0.108, 0.461, 0.002], [0.728, 0.603, 0.155], [-0.464, -0.378, 0.123], [-0.503, 0.174, 0.425], [-0.252, 0.159, 0.353], [0.031, -0.205, 0.088], [0.162, -0.488, 0.209], [0.237, 0.058, 0.273], [0.007, 0.069, 0.057], [-0.208, 0.303, -0.143], [-2.656, 0.842, 0.791], [0.222, -1.130, -1.530], [1.899, 0.210, 0.860], [0.048, 1.063, -1.458], [-0.158, -0.377, 0.519], [0.141, -0.568, 0.366], [0.227, -1.040, -0.237], [0.420, 0.775, 0.032], [-0.271, 0.933, 0.020], [0.219, 0.435, 0.316], [-0.090, -0.377, 0.085], [-0.138, -0.140, -0.024], [-0.269, -0.452, -0.289], [0.091, -0.114, 0.242], [0.107, -0.131, 0.086], [-0.571, 1.224, 0.305], [0.046, -0.488, -0.022], [0.263, -0.410, 0.066], [-0.865, 0.238, -0.500], [0.319, 0.814, 0.852], [-0.514, -0.253, 0.581], [0.507, 0.208, 0.605], [-0.081, -0.220, -0.038], [-0.182, -0.390, 0.127], [0.286, -0.070, -0.234], [-0.102, 0.002, 0.038], [0.403, -1.082, -0.558], [0.000, 0.012, 0.046], [-0.126, 0.003, -0.230], [0.751, 0.114, -1.261], [-0.218, 0.034, 0.684], [0.144, -1.054, 0.028], [-1.084, -0.663, 0.520], [-0.565, 0.241, 0.182], [0.647, 1.359, 0.141], [-0.014, -0.534, 0.001], [0.240, -0.277, -0.295], [0.162, 0.062, -0.022], [-0.146, -0.700, -0.839], [1.219, 0.039, -0.107], [0.093, 0.115, 0.361], [-0.037, -0.197, -0.145], [-0.093, 0.139, 0.069]]
}

Record 4
{
  "formula": "H6N4O2",
  "method": "ωB97M-V/def2-TZVPD",
  "total_charge": 0,
  "energy_ha": -372.9519,
  "smiles": "O=NO.NNN",
  "lumo_ev": 0.6,
  "e_homo_ev": -9.50,
  "mol_weight_da": 94.074,
  "symbols": ["O", "N", "O", "H", "N", "N", "N", "H", "H", "H", "H", "H"],
  "xyz": [[-0.4396, -3.5848, -1.5073], [-0.1329, -2.6578, -0.8210], [-0.5702, -1.4491, -1.2730], [-0.2238, -0.7802, -0.5431], [1.1888, 1.1637, -0.1413], [0.2812, 0.3106, 0.5344], [-0.8819, 0.8879, 1.1033], [0.7871, 1.4221, -1.0384], [1.4173, 2.0047, 0.3909], [0.7927, -0.1543, 1.2849], [-0.6856, 1.7233, 1.6552], [-1.5332, 1.1140, 0.3555]],
  "forces_ev_per_angstrom": [[0.121, 1.478, 0.474], [-0.047, -0.809, -0.209], [0.178, 0.035, 0.355], [-0.273, -0.864, -0.700], [0.090, 0.095, -0.034], [0.137, 0.207, 0.327], [-0.123, 0.044, 0.016], [0.096, -0.018, 0.183], [-0.219, -0.162, -0.075], [-0.186, 0.114, -0.303], [0.083, -0.097, -0.231], [0.143, -0.023, 0.196]]
}

Record 5
{
  "formula": "C21H34N2O4",
  "method": "ωB97M-V/def2-TZVPD",
  "total_charge": 0,
  "energy_ha": -1231.1311,
  "smiles": "CC(C)Cc1ccc([C@@H](C)C(=O)O)cc1.CNC(=O)[C@@H](NC(C)=O)C(C)C",
  "lumo_ev": 0.5,
  "e_homo_ev": -8.93,
  "mol_weight_da": 378.513,
  "symbols": ["C", "C", "C", "C", "C", "C", "C", "C", "C", "C", "C", "O", "O", "C", "C", "H", "H", "H", "H", "H", "H", "H", "H", "H", "H", "H", "H", "H", "H", "H", "H", "H", "H", "C", "N", "C", "O", "C", "N", "C", "C", "O", "C", "C", "C", "H", "H", "H", "H", "H", "H", "H", "H", "H", "H", "H", "H", "H", "H", "H", "H"],
  "xyz": [[2.6191, 2.6659, -4.6562], [3.2568, 1.6838, -5.6485], [3.9765, 2.4623, -6.7545], [2.2016, 0.7517, -6.2775], [1.5560, -0.1486, -5.2504], [2.3136, -1.1334, -4.6066], [1.7341, -1.9609, -3.6428], [0.3804, -1.8299, -3.3029], [-0.2083, -2.7593, -2.2555], [-1.1094, -2.0094, -1.2572], [-0.9292, -3.9295, -2.9387], [-0.2653, -4.9071, -3.2420], [-2.2575, -3.8393, -3.1827], [-0.3880, -0.8607, -3.9718], [0.1974, -0.0230, -4.9291], [3.3767, 3.3461, -4.2546], [2.1678, 2.1281, -3.8166], [1.8420, 3.2605, -5.1470], [4.0004, 1.0830, -5.1149], [4.7418, 3.1161, -6.3251], [4.4662, 1.7724, -7.4489], [3.2682, 3.0784, -7.3174], [1.4384, 1.3510, -6.7843], [2.6783, 0.1236, -7.0372], [3.3636, -1.2584, -4.8525], [2.3460, -2.7189, -3.1621], [0.6126, -3.1876, -1.6726], [-2.0017, -1.6055, -1.7445], [-1.4335, -2.6877, -0.4618], [-0.5567, -1.1818, -0.8016], [-2.4800, -4.6696, -3.6301], [-1.4466, -0.7508, -3.7585], [-0.4105, 0.7267, -5.4260], [-3.1875, 1.5250, 8.0061], [-2.6501, 1.5884, 6.6479], [-2.3001, 0.5166, 5.9254], [-2.3710, -0.6202, 6.3793], [-1.6998, 0.7970, 4.5369], [-0.5214, 1.6912, 4.6055], [0.6054, 1.5710, 5.3121], [0.8560, 0.3751, 6.2083], [1.4552, 2.4420, 5.2271], [-1.4508, -0.4699, 3.6759], [-2.7707, -1.1367, 3.2612], [-0.6901, -0.1547, 2.3773], [-3.2844, 2.5287, 8.4221], [-4.1670, 1.0433, 7.9941], [-2.5201, 0.9374, 8.6403], [-2.4999, 2.4978, 6.2402], [-2.4650, 1.3621, 4.0062], [-0.5349, 2.5114, 4.0194], [0.7584, -0.5462, 5.6418], [1.8691, 0.4400, 6.6016], [0.1542, 0.3784, 7.0381], [-0.8638, -1.1918, 4.2412], [-2.5633, -2.0361, 2.6805], [-3.3406, -1.4303, 4.1422], [-3.3675, -0.4522, 2.6583], [-0.5737, -1.0645, 1.7886], [-1.2338, 0.5856, 1.7902], [0.3064, 0.2239, 2.6039]],
  "forces_ev_per_angstrom": [[0.137, -0.351, 0.063], [-0.205, 0.529, -0.362], [0.105, -0.204, 0.150], [0.197, -0.155, 0.426], [-0.324, -0.089, -0.040], [-0.529, -0.010, 0.256], [-0.166, 0.368, -0.268], [0.194, 0.167, -0.503], [-1.064, 0.632, 0.351], [-0.068, -0.058, -0.098], [1.692, -0.969, 0.040], [-1.195, 0.675, 0.018], [0.727, 0.261, 0.225], [0.507, -0.095, -0.036], [0.319, -0.537, 0.402], [-0.114, -0.040, -0.043], [-0.021, 0.121, -0.077], [0.056, -0.024, 0.030], [-0.089, -0.064, -0.017], [-0.080, -0.021, -0.108], [-0.034, 0.129, -0.009], [0.067, -0.032, 0.033], [0.058, 0.004, 0.042], [0.023, 0.094, -0.012], [-0.070, 0.026, -0.014], [-0.137, 0.045, 0.003], [-0.125, -0.211, -0.393], [0.124, -0.059, 0.111], [-0.023, 0.097, -0.082], [-0.061, -0.117, -0.095], [-0.080, -0.009, -0.039], [0.098, -0.044, 0.044], [0.076, -0.054, 0.013], [0.126, -0.385, -0.287], [-0.240, 1.115, 0.096], [0.771, -1.347, 0.514], [-0.223, 0.378, -0.314], [0.542, -0.036, -0.560], [-2.048, -0.326, -0.455], [1.661, -0.015, 0.856], [-0.192, 0.146, -0.236], [0.170, 0.284, -0.095], [-0.280, -0.128, -0.429], [0.155, 0.022, 0.711], [0.225, 0.166, 0.719], [0.070, -0.088, -0.210], [0.060, 0.016, 0.097], [-0.094, 0.031, -0.030], [0.004, -0.080, 0.047], [-0.032, 0.252, -0.152], [0.055, -0.014, 0.019], [-0.180, -0.196, 0.096], [-0.114, 0.157, -0.118], [-0.140, -0.211, 0.050], [-0.033, -0.004, 0.215], [-0.048, 0.058, -0.048], [-0.107, -0.010, -0.056], [-0.067, 0.015, -0.103], [-0.085, 0.030, -0.017], [0.024, 0.052, -0.143], [0.024, 0.113, -0.177]]
}